The following is a DFT calculation (ωB97M-V/def2-TZVPD) of the molecule C3H7NS2.

```
13
Properties=species:S:1:pos:R:3
S -1.470 -1.935 -0.206
S 1.591 -2.095 -0.102
N -0.481 -0.534 -0.210
C 0.902 -0.617 -0.193
C 1.571 0.713 -0.124
C -1.324 0.710 -0.075
H 2.599 0.609 -0.401
H -1.391 1.283 -0.969
H 1.056 1.430 -0.774
H -2.295 0.372 0.272
H 1.532 1.052 0.927
H -0.950 1.318 0.730
H -1.340 -2.305 1.125
```

Values from the calculation:
SMILES: CC(=S)N(C)S
Multiplicity: 1
E_tot (Eh): -969.59728
Total charge: 0
Lowest unoccupied orbital energy (eV): 0.67
Frontier orbital gap (eV): 8.681

The following is a DFT calculation (ωB97M-V/def2-TZVPD) of a cluster of 2 separate species, C3H11N3O in total.

```
18
Properties=species:S:1:pos:R:3
O 0.363 -3.090 -0.037
N -1.126 0.184 -1.088
N -0.589 0.385 0.199
N -1.448 1.293 0.865
C 0.842 0.944 0.155
C 1.831 0.086 -0.620
C -0.525 -2.461 0.554
H -1.099 1.037 -1.645
H 2.820 0.557 -0.604
H -1.347 2.242 0.504
H -2.118 -0.039 -0.999
H -1.579 -2.527 0.240
H -0.322 -1.999 1.534
H 1.527 -0.054 -1.662
H -1.211 1.332 1.858
H 1.960 -0.888 -0.141
H 1.207 1.053 1.182
H 0.813 1.944 -0.294
```

Values from the calculation:
SMILES: CCN(N)N.C=O
Multiplicity: 1
E_tot (Eh): -360.30388
Total charge: 0
Lowest unoccupied orbital energy (eV): 0.88
Frontier orbital gap (eV): 9.739

The following is a DFT calculation (ωB97M-V/def2-TZVPD) of a structure of composition C29H30AuBN10O2.

```
73
Properties=species:S:1:pos:R:3
Au -0.176 0.519 -1.466
O 3.357 -6.290 1.134
O 2.575 -5.272 2.932
N 0.752 1.046 1.488
N 0.886 -1.351 -2.019
N -1.467 -0.556 -0.015
N -0.457 1.709 4.140
N -0.063 0.622 -3.689
N 1.219 0.890 0.228
N -1.459 -0.154 1.268
N -1.256 2.296 0.759
N -1.228 1.478 3.136
N -1.197 2.253 -0.596
C 0.790 -0.585 -5.570
C 0.313 0.391 -6.438
C -1.673 3.408 -1.079
C -2.588 1.603 3.512
C 1.159 -2.169 0.254
C 1.347 -2.343 -1.116
C -2.291 -2.474 -1.371
C -2.529 -2.090 1.183
C -1.816 3.760 -2.511
C -0.707 2.346 6.516
C -2.096 -1.728 -0.102
C -2.039 4.222 -0.001
C -1.272 2.002 5.224
C -0.356 1.475 -5.900
C 1.046 -1.437 -3.287
C 2.549 0.825 0.258
C 1.812 1.118 2.325
C 2.776 -5.372 1.626
C 3.395 0.648 -0.948
C -2.110 -1.076 2.012
C 2.244 -4.266 0.719
C 2.966 0.973 1.587
C -2.638 1.932 4.820
C -0.520 1.550 -4.520
C 1.999 -3.506 -1.553
C 1.604 -3.117 1.162
C 0.581 -0.440 -4.206
C -1.756 3.491 1.127
C 2.437 -4.447 -0.649
B -0.775 1.162 1.687
H 2.940 -5.342 -0.988
H -3.379 1.451 2.795
H -0.839 3.857 -2.989
H 1.668 1.271 3.374
H 1.441 -2.928 2.215
H 0.462 0.296 -7.506
H 4.406 0.990 -0.742
H -1.471 2.576 7.252
H -3.127 -3.161 -1.266
H -0.009 3.188 6.408
H -3.506 2.105 5.434
H -2.458 5.212 -0.063
H -1.406 -3.069 -1.611
H -2.322 4.718 -2.598
H -0.058 1.537 6.880
H -2.413 3.013 -3.036
H 1.316 -1.453 -5.944
H -2.236 -0.966 3.076
H -1.038 2.381 -4.073
H 2.180 -3.703 -2.600
H 2.993 1.209 -1.793
H 3.982 1.000 1.939
H 1.549 -2.287 -3.736
H -2.491 -1.794 -2.199
H 0.661 -1.283 0.617
H 2.089 -4.505 3.242
H -3.092 -2.968 1.448
H 3.458 -0.406 -1.227
H -1.877 3.757 2.162
H -0.755 2.258 -6.529
```

Values from the calculation:
Multiplicity: 2
E_tot (Eh): -1980.72094
Total charge: +3
Lowest unoccupied orbital energy (spin up / spin down) (eV): -11.63 / -11.85
Frontier orbital gap (spin up / spin down) (eV): 5.141 / 4.924

The following is a DFT calculation (ωB97M-V/def2-TZVPD) of a cluster of 4 separate species, C40H89BN3O13P in total.

```
147
Properties=species:S:1:pos:R:3
P 2.363 -5.709 3.054
O 4.403 -0.218 -2.336
O 1.841 -4.960 0.338
O -2.508 0.342 2.416
O -5.016 2.758 -0.514
O -2.930 -5.614 0.285
O -3.239 5.494 -9.105
O 0.112 -5.746 1.627
O -1.945 3.011 -5.533
O 3.410 -6.793 2.160
O -1.909 -3.686 -0.384
O -0.851 -7.175 0.051
O 3.342 -1.101 9.982
O 2.097 1.226 6.283
N -3.947 5.173 -6.072
N 1.345 1.031 9.317
N -2.771 0.776 -0.680
C 3.097 0.303 6.686
C 3.048 2.833 -0.080
C 4.032 2.204 -2.511
C 3.361 0.726 -2.657
C 0.546 -3.392 2.070
C -0.219 -4.737 -2.918
C 0.778 -4.391 -1.715
C 1.757 0.385 2.944
C -2.232 4.555 -8.755
C -3.210 3.139 -4.883
C 0.564 1.572 8.202
C 4.355 2.468 -0.950
C -0.791 -0.701 -5.413
C -4.526 5.209 -8.567
C -4.236 3.759 -5.830
C 0.433 -4.273 -4.320
C -0.740 -1.907 -4.362
C -1.833 -4.988 0.044
C 0.802 0.961 6.813
C -4.822 1.817 -1.574
C 0.395 0.359 -5.278
C 0.900 -0.747 2.188
C 1.054 -0.370 9.615
C -4.196 3.908 -0.634
C -0.474 -5.799 0.325
C 3.572 -4.547 3.932
C 1.514 -2.201 2.542
C 2.490 1.494 0.622
C 4.324 -0.217 10.496
C 2.066 -0.947 10.605
C -0.954 3.873 -4.994
C 1.907 1.745 2.092
C -4.166 0.541 -1.046
C -2.157 -0.339 0.052
C -3.486 1.366 2.434
C 0.836 -5.501 -0.573
C 3.963 -1.247 -1.418
C -2.731 -0.675 1.434
C -4.743 5.761 -7.150
C 0.690 -2.684 -4.354
B 1.290 -4.815 1.722
H 0.869 2.231 2.047
H 0.800 2.639 8.144
H 0.812 -0.586 1.063
H 3.603 0.662 7.585
H 3.017 -3.715 4.504
H 2.810 0.021 3.245
H 1.103 -6.561 -0.947
H -4.209 -0.230 -1.821
H -4.322 4.378 -1.615
H 2.555 -2.362 2.110
H 3.810 -2.258 -1.947
H -4.501 4.623 0.132
H -4.215 3.185 -6.763
H -5.239 5.720 -9.223
H 0.050 -0.447 10.044
H 0.573 -0.109 6.773
H 1.841 -4.307 -2.154
H 3.274 3.623 0.719
H 2.329 1.123 9.090
H 3.357 3.016 -2.949
H -2.717 1.606 -0.100
H -0.323 -3.485 2.812
H -5.233 3.666 -5.390
H 0.099 1.443 6.125
H -0.501 1.498 8.446
H 1.636 1.094 -0.032
H -2.967 5.273 -6.310
H 0.550 -3.354 -1.274
H -4.252 2.245 -2.407
H 4.104 0.818 10.219
H -4.750 0.199 -0.185
H -1.289 -7.534 0.853
H -0.177 -0.724 2.594
H -0.916 -1.115 -6.481
H 2.699 -0.704 6.842
H 2.866 -7.364 1.583
H 5.065 3.357 -0.871
H 1.433 -0.067 -5.492
H -1.713 4.875 -7.851
H -2.194 -1.557 1.797
H -2.628 3.543 -8.635
H -4.506 6.829 -7.166
H 1.090 -0.984 8.709
H -0.592 -5.816 -2.930
H -1.161 -4.087 -2.779
H 3.842 0.258 5.892
H 4.843 -1.430 -0.694
H -3.181 2.193 1.788
H 3.275 0.669 0.683
H -0.865 3.737 -3.912
H -0.321 -4.512 -5.147
H -3.539 1.754 3.453
H 1.188 0.642 3.911
H 5.287 -0.492 10.063
H 2.258 3.205 -0.827
H 1.219 -2.328 -3.401
H 0.003 3.619 -5.451
H 0.061 -3.036 1.082
H 4.398 -0.305 11.585
H 1.536 -2.234 3.697
H 2.653 2.437 2.633
H 2.122 -0.344 11.518
H 0.362 0.862 -4.258
H 3.078 -0.961 -0.765
H 4.252 -4.007 3.185
H 4.852 1.545 -0.475
H -1.498 4.543 -9.562
H 4.156 -5.135 4.726
H -1.180 4.919 -5.223
H -3.144 3.658 -0.474
H 0.206 1.174 -6.058
H 3.046 0.622 -3.750
H 1.736 -1.950 10.893
H 1.420 -4.802 -4.528
H -0.949 -1.486 -3.312
H -1.530 -2.675 -4.683
H 2.442 0.670 -1.992
H 1.315 -2.346 -5.251
H -3.787 -0.962 1.398
H -5.805 5.678 -6.893
H -4.758 4.142 -8.648
H -1.100 -0.083 0.181
H -1.768 -0.127 -5.203
H -4.479 1.002 2.152
H -3.537 2.125 -4.633
H -3.138 3.701 -3.945
H -5.817 1.564 -1.952
H -2.189 -1.237 -0.574
H 5.036 2.121 -3.070
```

Values from the calculation:
Multiplicity: 1
E_tot (Eh): -3085.85529
Total charge: -2
Lowest unoccupied orbital energy (eV): 3.17
Frontier orbital gap (eV): 4.393